[1]
7
Properties=species:S:1:pos:R:3:forces:R:3:nbo_charge:R:1 method="wB97M-V/def2-TZVPD" homo_lumo_gap_ev="10.4975 / 7.8483" multiplicity=1 e_tot_ha=-542.749082 molar_mass_g_mol=115.01 de_lowest_kj_mol=235.32
F -1.522 -1.320 -0.763 -0.258 -0.728 -0.294 -0.29
F 0.484 -1.890 -0.042 -0.098 -0.704 -0.346 -0.30
F 0.280 -0.562 -1.828 -0.828 -1.249 1.416 -0.33
O 1.070 2.234 0.567 -0.098 -0.303 -0.130 -0.25
O -0.377 1.205 1.836 0.391 0.007 -0.567 -0.28
N 0.332 1.360 0.884 -0.403 0.117 0.664 0.49
C -0.268 -1.027 -0.655 1.295 2.859 -0.744 0.96



[2]
23
Properties=species:S:1:pos:R:3:forces:R:3:nbo_charge:R:1 method="wB97M-V/def2-TZVPD" homo_lumo_gap_ev=8.1504 multiplicity=1 e_tot_ha=-309.499411 molar_mass_g_mol=104.20 de_lowest_kj_mol=288.49
N -1.043 0.039 -1.306 0.052 0.037 -0.080 -0.87
N -1.201 -1.057 1.512 0.622 -0.514 -0.116 -0.86
C 0.087 -0.027 -2.239 0.004 0.164 0.008 -0.21
C 1.344 -1.076 1.614 -0.132 -0.037 0.137 -0.62
C 0.069 -0.491 2.204 -0.446 -0.268 -0.383 -0.06
C 0.397 1.278 -2.976 -0.075 -0.153 -0.005 -0.62
C -0.224 0.981 1.981 -0.431 -0.258 -0.192 -0.87
H -1.615 -1.891 1.932 -0.056 0.158 -0.082 0.39
H -0.037 -0.780 3.254 0.030 0.049 -0.069 0.19
H 0.612 2.080 -2.267 0.013 -0.033 -0.042 0.21
H -1.509 0.139 1.529 0.405 0.828 0.608 0.39
H -0.453 1.586 -3.592 0.016 -0.001 0.066 0.20
H -0.114 -0.823 -2.961 0.000 0.038 0.046 0.18
H 0.431 1.433 1.233 0.079 -0.008 -0.045 0.18
H -0.172 1.572 2.893 -0.123 0.054 -0.013 0.20
H 1.439 -0.796 0.563 0.003 0.031 -0.003 0.20
H 1.255 1.156 -3.641 -0.005 0.027 0.070 0.21
H 2.204 -0.677 2.151 0.002 -0.004 -0.047 0.22
H -0.888 0.757 -0.598 0.010 -0.028 -0.085 0.38
H 1.376 -2.167 1.682 0.012 0.041 -0.001 0.20
H -1.033 -1.203 0.506 -0.022 -0.077 0.211 0.42
H -1.887 0.307 -1.804 0.050 -0.053 0.057 0.36
H 0.965 -0.341 -1.670 -0.008 0.005 -0.038 0.18



[3]
19
Properties=species:S:1:pos:R:3:forces:R:3:nbo_charge:R:1 method="wB97M-V/def2-TZVPD" homo_lumo_gap_ev=9.9499 multiplicity=1 e_tot_ha=-439.491898 molar_mass_g_mol=121.14 de_lowest_kj_mol=89.33
O -0.681 1.146 1.684 0.449 0.098 -0.182 -0.60
O 2.638 1.907 1.518 -0.517 0.835 -0.115 -0.94
O -2.746 1.252 0.819 -0.299 -0.422 -0.696 -0.70
N 1.231 -1.884 -0.622 -0.176 -0.198 -0.443 -0.88
C 0.931 -0.525 -0.956 -0.729 1.001 -0.447 -0.22
C -1.501 0.720 0.918 -0.922 0.057 0.248 0.81
C -1.410 -0.517 0.047 -0.455 0.020 0.569 -0.52
C -0.590 -0.351 -1.223 0.728 -0.147 0.005 -0.40
H -2.936 1.979 1.417 0.574 0.246 0.361 0.50
H 2.566 1.024 1.164 -0.077 -0.365 -0.092 0.46
H 1.819 -2.391 -1.261 0.107 0.078 0.285 0.38
H -0.841 0.599 -1.701 0.195 0.140 0.104 0.20
H 1.481 -0.182 -1.835 0.003 -0.320 -0.141 0.19
H 1.223 0.205 -0.198 0.007 -0.225 0.302 0.17
H -1.039 -1.277 0.740 0.378 -0.171 -0.376 0.23
H -0.856 -1.119 -1.948 -0.156 -0.139 0.088 0.21
H 1.345 -2.104 0.341 0.325 -0.135 0.350 0.38
H 1.794 2.341 1.278 0.605 -0.470 0.299 0.48
H -2.428 -0.822 -0.182 -0.042 0.116 -0.118 0.24



[4]
7
Properties=species:S:1:pos:R:3:forces:R:3:nbo_charge:R:1 method="wB97M-V/def2-TZVPD" homo_lumo_gap_ev="8.4113 / 6.4912" multiplicity=1 total_charge=+1 e_tot_ha=-2031.349735 molar_mass_g_mol=126.43 de_lowest_kj_mol=342.96
Zn 2.028 0.268 0.400 1.955 -0.185 0.534 0.95
F -1.036 1.566 -0.566 1.985 -0.519 1.614 -0.23
O 0.713 0.207 -1.120 1.007 3.468 -0.665 -0.57
C -0.080 0.710 -0.174 -2.410 -3.421 -4.794 0.55
C -0.371 -0.533 0.373 -3.176 -0.516 3.136 -0.23
H -1.396 -0.719 0.692 -0.193 0.357 0.144 0.26
H 0.142 -1.498 0.394 0.831 0.816 0.031 0.27



[5]
37
Properties=species:S:1:pos:R:3:forces:R:3:nbo_charge:R:1 method="wB97M-V/def2-TZVPD" homo_lumo_gap_ev="6.3996 / 4.5610" multiplicity=1 total_charge=-2 e_tot_ha=-1415.672809 molar_mass_g_mol=448.67 de_lowest_kj_mol=0.00
Cd -0.584 -0.334 -0.070 -0.717 -0.694 0.251 1.59
O -3.650 -2.122 2.421 -0.687 -1.094 0.672 -0.54
O -7.174 0.786 4.044 0.530 1.253 -0.502 -0.44
O -7.063 2.948 3.705 0.213 -1.180 -0.016 -0.46
O -3.221 4.863 1.390 0.410 -0.975 -0.508 -0.47
O -1.590 1.241 1.474 -1.014 -0.421 -0.053 -0.72
O -1.937 3.529 0.217 -1.260 0.494 0.959 -0.41
O -2.485 -1.443 0.691 0.279 -0.002 -0.502 -0.67
N -2.837 3.720 1.052 0.113 0.313 0.171 0.52
N -3.214 -1.202 1.717 -0.145 2.813 0.345 0.40
N 0.577 1.589 -0.367 -0.243 0.972 0.024 -0.57
N -6.608 1.794 3.573 -0.311 0.097 0.222 0.52
C -5.369 1.618 2.850 0.226 0.746 -0.067 -0.06
C -0.428 0.390 -2.194 -0.398 -0.057 0.589 -0.95
C -3.510 2.589 1.670 0.402 -0.407 -0.338 -0.15
C 0.531 -2.381 0.478 0.937 -0.088 0.140 -0.48
C 1.634 -2.159 -0.421 -0.103 0.098 0.885 -0.35
C 0.141 1.714 -1.751 1.035 0.569 -0.914 -0.32
C 2.492 -1.190 0.165 -0.352 -0.678 0.534 -0.34
C -3.659 0.144 1.989 0.023 -1.222 -0.171 -0.06
C -2.836 1.304 1.652 1.250 0.018 -0.257 0.53
C -4.851 0.321 2.686 0.172 -0.408 -0.097 -0.24
C 0.752 -1.548 1.646 0.762 -0.268 -0.380 -0.43
C -4.721 2.748 2.324 -0.748 0.040 0.291 -0.16
C 1.975 -0.836 1.441 -0.308 -0.634 -0.322 -0.34
H 0.260 2.414 0.158 -0.128 -0.232 0.053 0.34
H 1.812 -2.706 -1.348 -0.166 0.328 0.150 0.19
H 3.417 -0.818 -0.268 -0.199 0.031 0.013 0.18
H 2.446 -0.165 2.161 -0.261 -0.055 -0.313 0.19
H -1.404 0.451 -2.681 0.264 -0.057 -0.050 0.20
H 1.107 1.885 -2.264 -0.210 0.428 -0.332 0.16
H -0.535 2.567 -1.964 0.307 -0.343 0.298 0.19
H -5.377 -0.547 3.078 0.193 0.303 -0.176 0.26
H 0.320 -0.234 -2.685 -0.348 -0.049 -0.131 0.19
H 0.177 -1.602 2.575 0.112 0.163 -0.480 0.22
H -5.158 3.739 2.417 0.082 -0.323 0.010 0.25
H -0.229 -3.166 0.395 0.288 0.523 0.003 0.23



[6]
19
Properties=species:S:1:pos:R:3:forces:R:3:nbo_charge:R:1 method="wB97M-V/def2-TZVPD" homo_lumo_gap_ev=5.0984 multiplicity=1 total_charge=-1 e_tot_ha=-381.622084 molar_mass_g_mol=115.16 de_lowest_kj_mol=585.87
O -3.446 -0.718 -0.070 1.276 0.494 0.329 -0.89
N 1.214 -0.745 -1.160 2.972 -1.151 -4.450 -0.54
N 2.466 0.833 0.181 -1.198 -0.468 -0.913 -0.61
C -1.269 0.545 -0.138 -0.226 -1.260 0.648 -0.51
C -2.285 -0.454 0.562 -1.248 -0.389 -0.448 0.01
C 1.139 1.307 0.590 0.001 -0.786 1.524 -0.29
C 2.212 -0.025 -0.817 3.270 1.810 0.157 0.21
C 0.070 0.219 0.483 -1.407 4.823 2.411 0.01
H 3.045 0.068 -1.515 0.198 -0.879 -0.344 0.20
H -0.104 -0.128 1.542 0.717 -1.332 -1.411 0.23
H -2.448 -0.142 1.619 0.153 0.758 0.418 0.08
H -1.541 1.630 -0.030 0.393 -0.858 -0.297 0.21
H 1.847 -3.523 0.357 -0.099 0.090 -0.108 0.03
H 2.341 -3.784 0.840 0.097 -0.070 0.103 -0.03
H -1.630 -1.338 0.800 0.077 -0.434 -0.643 0.07
H 0.660 -0.543 -0.410 -4.479 -0.897 4.487 0.21
H 1.167 1.557 1.681 -0.005 -0.218 -0.591 0.21
H -1.264 0.195 -1.169 -0.178 0.525 -0.282 0.24
H 0.906 2.240 0.098 -0.316 0.242 -0.589 0.17



[7]
34
Properties=species:S:1:pos:R:3:forces:R:3:nbo_charge:R:1 method="wB97M-V/def2-TZVPD" homo_lumo_gap_ev="7.5358 / 7.7311" multiplicity=8 total_charge=+2 e_tot_ha=-1894.293893 molar_mass_g_mol=436.21
Eu 0.542 -0.729 0.873 0.054 0.602 -1.035 1.32
P -1.690 0.105 2.889 0.307 1.140 1.732 0.83
O 2.854 -1.743 -2.206 -2.489 1.382 2.929 -0.34
O -2.818 -0.950 -0.619 3.118 0.733 1.997 -0.36
O 0.104 2.465 -1.820 0.556 -2.856 2.125 -0.37
C 1.118 -3.445 2.843 0.305 0.153 -0.144 -0.19
C -2.890 0.057 4.266 -0.583 -0.347 0.242 -0.91
C 1.050 2.960 4.040 -0.194 -0.020 0.124 -0.21
C 2.160 -1.373 -1.369 2.635 -1.515 -3.054 0.49
C -0.231 -3.599 3.168 -0.298 -0.229 0.507 -0.15
C -1.825 -0.778 -0.066 -3.991 -1.002 -2.656 0.45
C 0.203 1.852 4.136 0.248 0.008 -0.250 -0.23
C 0.949 -1.056 3.318 -0.587 -0.605 -0.014 -0.38
C 1.706 -2.176 2.903 0.040 -0.150 0.816 -0.29
C -1.269 2.829 2.481 0.333 -0.329 -0.104 -0.16
C 0.700 4.023 3.206 -0.025 -0.130 -0.080 -0.17
C -0.508 3.993 2.498 0.133 0.201 0.187 -0.20
C -0.860 1.708 3.231 0.034 0.179 -0.190 -0.41
C 0.279 1.563 -1.136 -0.531 2.824 -1.966 0.49
C -0.475 -1.184 3.398 0.539 -0.248 0.134 -0.27
C -1.032 -2.492 3.427 0.475 0.346 -0.245 -0.22
H -3.471 -0.873 4.232 -0.038 0.310 0.081 0.25
H -3.570 0.918 4.203 0.161 -0.326 -0.188 0.28
H 1.981 2.979 4.614 -0.474 0.161 -0.040 0.24
H -2.099 -2.622 3.641 0.393 0.014 -0.261 0.25
H 2.764 -2.055 2.662 -0.098 -0.103 0.362 0.26
H -2.191 2.780 1.899 0.256 0.018 -0.047 0.22
H 1.441 -0.079 3.429 -0.276 -0.401 -0.107 0.27
H 1.721 -4.328 2.614 -0.170 0.361 -0.047 0.27
H 0.376 1.106 4.913 0.152 0.010 -0.375 0.23
H -0.662 -4.597 3.267 0.153 0.274 -0.221 0.26
H -2.366 0.119 5.229 -0.003 -0.031 -0.332 0.26
H 1.368 4.879 3.123 -0.249 -0.122 0.055 0.25
H -0.843 4.881 1.961 0.112 -0.304 0.065 0.25



[8]
10
Properties=species:S:1:pos:R:3:forces:R:3:nbo_charge:R:1 method="wB97M-V/def2-TZVPD" homo_lumo_gap_ev="7.5314 / 7.5454" multiplicity=1 e_tot_ha=-1079.447764 molar_mass_g_mol=137.19 de_lowest_kj_mol=454.25
S -1.645 -0.909 0.494 -0.241 0.024 -0.296 0.57
S 1.340 -0.744 -0.047 -0.463 1.010 3.228 1.46
O -2.103 1.548 -0.776 0.365 -2.211 0.736 -0.44
O 0.895 -1.381 -1.229 -0.221 -1.582 -3.489 -0.96
N -0.079 -1.112 1.105 1.097 0.830 0.304 -1.05
C 1.033 0.898 -0.210 -2.146 0.876 -3.160 -0.91
C -1.592 0.599 -0.303 1.839 1.681 0.084 0.43
H 0.103 -1.936 1.699 -0.740 0.400 -0.573 0.42
H 0.997 1.645 0.519 0.452 0.462 1.635 0.23
H 1.051 1.392 -1.252 0.059 -1.489 1.530 0.25